Formula: C8H10N2O2
Source: the OMol25 dataset
Level of theory: ωB97M-V/def2-TZVPD

* E_LUMO: 0.718 eV
* HOMO level: -9.0 eV
* charge: 0
* gap between HOMO and LUMO: 9.73 eV
* SMILES: COc1ccccc1C(=O)NN

Each line ends with the Mulliken charge.
Cartesian coordinates (Å):
C  1.55772  -2.33621  0.90741  -0.690
O  0.14119  -1.88338  1.00481  -0.485
C  0.02310  -0.51801  1.06709  0.527
C  0.02112  0.09242  2.33970  -0.243
C  -0.06397  1.52684  2.52629  -0.520
C  -0.18980  2.20899  1.35848  -0.465
C  -0.11386  1.62008  0.14216  -0.421
C  -0.03571  0.24388  -0.07268  0.434
C  -0.04853  -0.33908  -1.45744  0.325
O  0.65465  -1.37406  -1.61011  -0.695
N  -0.63968  0.12206  -2.56001  -0.028
N  -1.42975  1.23008  -2.62370  -0.612
H  1.46486  -3.23196  0.25682  0.212
H  1.83216  -2.69320  1.90049  0.305
H  2.21243  -1.53846  0.40652  0.298
H  0.19787  -0.53955  3.23077  0.350
H  0.07589  1.91744  3.59275  0.303
H  -0.26688  3.29513  1.20139  0.302
H  -0.06386  2.23908  -0.74073  0.368
H  -0.51605  -0.59961  -3.25406  0.258
H  -1.30232  1.74736  -3.52048  0.248
H  -2.41516  1.00483  -2.81112  0.230

Forces on atoms 1 to 6 (eV/Å):
-1.25 0.07 -1.17
1.08 0.16 0.16
0.38 -0.96 1.62
0.37 1.26 0.76
0.44 -3.19 1.57
0.23 2.98 -0.44